1.
An isolated molecule of C2H5NSi in a non-equilibrium geometry. Source: OMol25; level of theory: ωB97M-V/def2-TZVPD.

Geometry as XYZ:
```
9
Properties=species:S:1:pos:R:3:forces:R:3:lowdin_charge:R:1
C -0.393 -0.395 0.389 -2.5517 -0.6282 0.6729 -0.18
C 0.014 -1.472 1.021 -0.8913 3.2246 -2.0488 -0.09
N 1.166 0.544 -0.683 3.5199 1.7226 -2.7192 -0.09
Si -0.387 1.116 -0.866 -1.4669 -2.7171 0.7491 0.51
H 1.006 -1.750 0.912 2.1730 -0.8092 0.0788 0.03
H -0.675 -2.059 1.474 -1.7481 -2.1450 1.7970 0.00
H 1.529 0.962 0.147 0.8130 0.2496 0.8982 -0.01
H -1.110 0.915 -2.124 0.3396 -0.3527 -0.2928 -0.07
H -1.149 2.139 -0.271 -0.1875 1.4553 0.8648 -0.09
```
Positions in Å, forces in eV/Å.

E = -11515.922 eV
net charge = 0
LUMO level (alpha / beta) = 0.019 / -0.069 hartree
largest force on an atom = 0.0928 hartree/bohr
<S²> = 2.0237
ΔE to the lowest compared entry with this formula, charge and spin = 36.2 kcal/mol
HOMO energy (alpha / beta) = -6.321 / -9.783 eV
spin multiplicity = 3



2.
A cluster of 6 separate species, C51H99BF3N6O8PS in total in a non-equilibrium geometry. Source: OMol25; level of theory: ωB97M-V/def2-TZVPD.

Geometry as XYZ:
```
170
Properties=species:S:1:pos:R:3:forces:R:3:lowdin_charge:R:1
C -8.101 10.767 3.825 -0.4416 -0.3786 0.0581 -0.14
C -8.675 11.271 2.389 0.9041 -0.3980 1.0504 -0.24
C -7.432 11.363 1.375 -0.4657 0.9139 -1.1683 -0.23
C -7.450 10.291 0.179 0.7513 0.3977 0.3898 -0.22
C -7.767 8.779 0.624 -0.3476 0.3375 -0.8270 -0.20
C -8.745 8.125 -0.483 0.1502 -1.3895 -0.2083 -0.21
C -7.999 7.041 -1.442 -0.0478 0.4166 1.0786 -0.21
C -6.578 7.592 -1.959 -0.4155 -0.4849 -0.2306 -0.20
C -6.172 7.030 -3.441 -0.1767 -0.0620 1.4834 -0.19
C -4.716 6.370 -3.293 -0.1499 -0.4299 -1.3708 -0.21
C -3.814 6.460 -4.651 0.2440 -0.5584 1.0341 -0.20
C -3.332 4.966 -4.977 0.1499 0.2337 -0.7701 -0.23
C -2.026 4.862 -5.909 -0.1232 -1.4026 -0.2169 -0.18
C -1.432 3.355 -5.779 0.1680 -1.8266 0.2258 -0.14
C -2.501 2.227 -5.658 4.4692 -1.6035 0.2171 -0.01
C -1.977 0.780 -5.495 2.1447 3.3924 -0.7303 -0.01
C -0.458 0.504 -5.505 -0.4030 1.8315 -0.2856 0.00
B -0.007 -1.064 -5.327 -0.3018 -0.2920 -0.3458 -0.48
O -0.915 -2.064 -5.888 0.6447 1.2881 2.1403 0.06
O 1.191 -1.473 -4.620 -2.5132 0.7907 0.2320 -0.06
C 0.787 -1.534 -3.203 0.7301 -0.7089 0.9111 -0.22
C 2.074 -1.502 -2.243 -0.5204 0.3788 0.2821 -0.07
C 0.643 1.625 -5.675 -4.8390 0.1434 0.2994 -0.13
C 0.115 3.070 -5.788 -1.7091 -2.9994 0.3803 -0.34
S 1.292 4.476 -5.937 0.2556 -1.2235 0.2110 0.92
C 2.927 3.699 -5.617 2.6592 -1.6006 0.5963 -0.34
C 4.182 4.630 -5.445 0.8728 -2.2455 0.4704 -0.15
C 4.090 6.240 -5.510 1.0894 -0.8300 0.1834 -0.16
C 5.047 6.932 -4.388 -0.4044 0.9689 0.9806 -0.12
C 4.554 6.614 -2.898 1.3337 -0.8316 0.5900 -0.12
F 3.434 7.391 -2.444 2.0160 -2.3684 -1.2337 0.00
C 5.093 5.631 -2.044 -1.9785 1.2158 -0.3335 -0.14
F 6.437 5.223 -1.990 -3.7730 0.3967 -0.2978 0.06
F 4.186 5.032 -1.110 3.2239 1.4798 -1.6630 0.03
C 5.617 4.045 -5.216 -3.4721 -3.1489 -0.3638 -0.03
C 5.758 2.508 -5.115 -3.0922 1.8110 -0.7908 -0.06
C 4.510 1.615 -5.277 -0.4032 2.4553 0.7094 -0.22
P 4.761 -0.270 -5.195 0.4355 0.4561 -4.5756 0.74
O 5.100 -0.750 -6.633 -0.5219 0.7290 2.9380 -0.51
C 3.056 2.165 -5.535 4.2066 1.8142 0.2858 -0.17
N 2.024 1.150 -5.707 -0.5338 2.8762 -0.3669 0.02
H -6.962 10.707 3.865 -1.5512 0.2013 -0.2567 0.06
H -8.420 11.448 4.695 0.2755 -1.2016 -1.2861 0.07
H -8.482 9.688 3.973 0.5638 1.7149 0.1933 0.07
H -9.226 12.265 2.528 0.9956 -1.3517 -0.3643 0.10
H -9.456 10.502 2.067 1.1329 1.1434 0.1396 0.10
H -6.404 11.336 1.881 -1.6924 -0.0744 -0.3742 0.10
H -7.498 12.408 0.877 0.2947 -1.6247 0.6869 0.11
H -8.156 10.676 -0.645 0.8572 -0.8115 1.3411 0.11
H -6.391 10.296 -0.289 -1.7041 0.0778 0.6388 0.11
H -6.760 8.230 0.726 -1.6750 0.6111 -0.2585 0.11
H -8.298 8.680 1.631 0.8180 0.4965 -1.3049 0.09
H -9.596 7.586 0.078 1.1923 0.7832 -1.0034 0.10
H -9.228 8.882 -1.189 0.7390 -0.6895 1.2398 0.10
H -7.824 6.111 -0.790 -0.1784 1.1625 -1.0984 0.11
H -8.700 6.739 -2.289 0.9871 0.4925 1.0042 0.10
H -5.789 7.217 -1.206 -1.1714 0.7719 -1.2291 0.10
H -6.579 8.735 -1.938 0.0456 -1.5595 -0.1048 0.10
H -6.246 7.839 -4.244 0.3532 -0.9781 1.2055 0.10
H -6.968 6.239 -3.714 1.4643 1.0674 0.2854 0.11
H -4.078 6.801 -2.450 -1.1971 -0.3854 -1.0604 0.11
H -4.891 5.253 -3.051 0.3636 1.7687 -0.2850 0.11
H -4.382 6.901 -5.536 0.6481 -0.6284 1.2254 0.11
H -2.937 7.173 -4.410 -1.1997 -1.2417 -0.5897 0.11
H -3.120 4.356 -4.027 -0.4161 1.1014 -1.2948 0.12
H -4.199 4.461 -5.555 1.3281 0.6595 1.1587 0.11
H -2.354 4.964 -7.010 0.6862 0.1305 1.6306 0.13
H -1.247 5.655 -5.651 -1.0092 -1.1288 -0.3303 0.09
H -3.626 2.381 -5.680 1.7621 0.1042 0.0021 0.07
H -2.744 -0.059 -5.384 1.4380 1.2104 -0.2281 0.09
H -1.505 -2.388 -5.160 0.7955 0.0781 -1.0237 0.11
H 0.259 -2.547 -3.046 0.4976 1.6469 -0.1734 0.13
H 0.116 -0.657 -2.897 0.7167 -1.2202 -0.7268 0.13
H 2.175 -2.497 -1.678 0.0679 1.5253 -0.9570 0.08
H 1.913 -0.669 -1.462 0.4108 -1.3525 -1.1529 0.08
H 3.019 -1.249 -2.830 -1.3738 -0.5212 0.8826 0.05
H 4.571 6.526 -6.522 -1.1455 -0.2140 1.5042 0.13
H 3.029 6.640 -5.391 1.4483 -0.6529 -0.3390 0.10
H 4.998 8.082 -4.494 -0.0464 -1.8377 0.0005 0.13
H 6.155 6.667 -4.539 -1.8255 0.1562 0.4546 0.11
H 6.558 4.672 -5.116 -1.6312 -0.7930 -0.1872 0.09
H 6.805 2.060 -4.962 -1.9502 0.6250 -0.2397 0.10
H 5.853 -0.497 -4.297 -0.7474 0.1787 0.1291 0.01
H 3.538 -0.920 -4.822 0.7095 0.6318 0.6287 0.00
H 2.198 0.558 -6.530 0.0094 0.3290 0.5492 0.15
C 6.015 -1.008 3.024 0.1931 0.0150 0.2076 -0.07
C 5.750 -2.052 1.942 -0.2821 0.3471 -0.0065 -0.42
C 5.708 -1.465 0.516 -0.0992 -0.2775 -0.0905 -0.20
O 4.505 -0.770 0.203 0.4886 0.0377 0.0270 -0.21
C 4.460 0.568 0.673 -0.3911 -0.0828 -0.0792 -0.10
N 4.511 -2.770 2.267 0.0705 0.0780 -0.3803 0.04
H 5.137 -0.398 3.243 0.0226 -0.0670 -0.1006 0.07
H 6.303 -1.497 3.959 -0.0733 0.0111 -0.1206 0.08
H 6.832 -0.341 2.734 -0.0618 -0.0198 0.0108 0.08
H 6.579 -2.768 1.976 -0.0694 -0.0077 -0.1261 0.14
H 5.756 -2.299 -0.192 -0.1111 0.0433 0.0217 0.12
H 6.583 -0.836 0.313 -0.0320 0.1125 0.1133 0.12
H 5.442 1.048 0.647 0.0195 -0.0591 0.0600 0.09
H 4.047 0.597 1.683 0.1471 0.1732 0.0707 0.08
H 3.783 1.130 0.026 0.0726 -0.0908 -0.0365 0.09
H 4.389 -3.530 1.599 0.0339 -0.0370 0.1542 0.08
H 3.734 -2.141 2.061 0.1193 -0.0539 0.1182 0.08
C 5.158 -6.557 6.741 0.2311 -0.0233 0.2206 -0.06
C 4.891 -7.598 5.657 -0.2539 0.3815 0.0135 -0.42
C 4.846 -7.008 4.232 -0.1540 -0.2727 -0.0956 -0.20
O 3.642 -6.313 3.923 0.4759 -0.0726 0.0062 -0.20
C 3.598 -4.975 4.398 -0.4050 -0.0964 0.1020 -0.12
N 3.653 -8.317 5.982 -0.0039 -0.0745 -0.2988 0.04
H 4.280 -5.948 6.964 0.0278 -0.0735 -0.0878 0.07
H 5.447 -7.048 7.675 -0.1329 0.0309 -0.1051 0.06
H 5.974 -5.889 6.451 -0.0625 -0.0064 -0.0197 0.08
H 5.721 -8.314 5.687 -0.0726 -0.0161 -0.1215 0.13
H 4.893 -7.840 3.522 -0.1051 0.0349 0.0161 0.12
H 5.721 -6.378 4.029 -0.0300 0.1190 0.1216 0.12
H 4.578 -4.494 4.371 -0.0645 -0.0400 -0.0026 0.07
H 3.186 -4.950 5.409 0.1214 0.1174 0.0936 0.07
H 2.920 -4.412 3.755 0.1453 -0.0955 -0.0177 0.07
H 3.530 -9.076 5.313 0.0339 -0.0225 0.1459 0.07
H 2.875 -7.688 5.779 0.1351 -0.0395 0.1462 0.06
C 0.007 -10.326 5.744 0.0941 -0.2285 0.1277 -0.07
C -1.381 -9.914 5.260 0.3167 0.2891 -0.0511 -0.43
C -1.420 -9.510 3.771 -0.2854 0.1176 0.0703 -0.20
O -0.893 -8.214 3.502 0.0370 -0.5187 -0.1112 -0.19
C 0.521 -8.166 3.399 -0.1209 0.4203 0.0502 -0.10
N -1.887 -8.840 6.124 -0.1524 0.0542 -0.2641 0.04
H 0.667 -9.472 5.904 -0.0939 -0.0070 -0.0469 0.05
H -0.066 -10.852 6.700 -0.0332 0.1119 -0.0959 0.08
H 0.487 -11.001 5.030 -0.0137 0.0499 0.0209 0.08
H -2.035 -10.785 5.378 -0.0528 0.0951 -0.0890 0.13
H -2.470 -9.467 3.462 0.0534 0.1032 0.0276 0.12
H -0.940 -10.264 3.136 0.1494 0.0123 0.0605 0.12
H 0.935 -9.076 2.955 -0.0267 -0.0543 0.0787 0.09
H 0.962 -7.986 4.382 0.2004 -0.1236 -0.0596 0.06
H 0.785 -7.319 2.762 -0.0727 -0.0673 0.0346 0.09
H -2.850 -8.636 5.862 0.0506 -0.0723 0.1340 0.07
H -1.383 -7.988 5.875 -0.0081 -0.1518 0.1209 0.07
C -5.793 -0.130 -6.486 0.0311 -0.1418 0.2413 -0.08
C -6.732 0.942 -7.031 0.3099 -0.1435 -0.2084 -0.42
C -7.319 0.602 -8.416 -0.0711 0.3001 -0.0422 -0.20
O -6.411 0.784 -9.498 -0.2965 -0.3198 0.2656 -0.19
C -5.512 -0.295 -9.699 0.1853 0.2984 -0.1868 -0.10
N -6.026 2.230 -7.046 -0.1059 0.1056 -0.1886 0.04
H -4.812 -0.113 -6.966 -0.1001 0.0448 -0.0674 0.06
H -5.625 0.022 -5.415 -0.0366 0.0512 -0.1116 0.08
H -6.220 -1.129 -6.616 0.0424 0.0530 -0.0107 0.08
H -7.572 1.021 -6.331 -0.0251 0.0571 -0.1258 0.14
H -8.146 1.294 -8.610 0.1069 0.0227 -0.0503 0.12
H -7.748 -0.407 -8.435 0.1362 -0.0743 0.0399 0.12
H -5.968 -1.262 -9.468 -0.0084 0.0319 0.0878 0.09
H -4.609 -0.147 -9.102 0.0281 -0.2327 0.0450 0.08
H -5.214 -0.294 -10.749 -0.1086 0.0481 0.0558 0.09
H -6.683 2.960 -7.316 0.0610 -0.0217 0.1470 0.08
H -5.364 2.203 -7.823 -0.0342 -0.0367 0.1572 0.07
C 6.322 -9.371 12.530 0.0973 -0.2446 0.1391 -0.08
C 4.933 -8.958 12.049 0.3196 0.3116 -0.0566 -0.43
C 4.892 -8.550 10.563 -0.3385 0.0550 0.0682 -0.20
O 5.419 -7.253 10.295 0.1496 -0.4586 -0.1043 -0.21
C 6.833 -7.206 10.191 -0.1747 0.3853 0.0998 -0.11
N 4.429 -7.887 12.918 -0.1463 0.0566 -0.2518 0.03
H 6.982 -8.517 12.691 -0.1028 -0.0027 -0.0643 0.06
H 6.250 -9.900 13.485 -0.0399 0.1065 -0.0954 0.08
H 6.801 -10.045 11.814 -0.0132 0.0544 0.0248 0.08
H 4.280 -9.829 12.167 -0.0493 0.0984 -0.0952 0.13
H 3.842 -8.506 10.255 0.0741 0.1048 0.0014 0.12
H 5.370 -9.302 9.924 0.1354 0.0226 0.0486 0.12
H 7.247 -8.115 9.745 -0.0319 -0.0528 0.0769 0.09
H 7.274 -7.028 11.174 0.2028 -0.1461 -0.0477 0.07
H 7.097 -6.358 9.555 -0.1082 -0.0558 -0.0082 0.08
H 3.466 -7.682 12.658 0.0509 -0.0753 0.1323 0.07
H 4.932 -7.034 12.670 -0.0155 -0.1503 0.1168 0.07
```
Positions in Å, forces in eV/Å.

E = -108751.778 eV
net charge = 0
LUMO level = -0.005 hartree
SMILES = CCCCCCCCCCCCCc1ccc(B(O)OCC)c2c1Sc1c(CCC(F)=C(F)F)ccc([PH2]=O)c1N2.COC[C@@H](C)N.COC[C@@H](C)N.COC[C@@H](C)N.COC[C@@H](C)N.COC[C@@H](C)N
largest force on an atom = 0.0943 hartree/bohr
HOMO energy = -7.637 eV



3.
A cluster of 2 separate species, C4H5N3 in total in a non-equilibrium geometry. Source: OMol25; level of theory: ωB97M-V/def2-TZVPD.

Geometry as XYZ:
```
12
Properties=species:S:1:pos:R:3:forces:R:3:lowdin_charge:R:1
C 1.352 1.710 0.753 -1.0027 -4.8577 -7.3052 0.08
C 0.755 0.540 0.201 -2.0852 0.5023 2.1869 -0.23
C 0.380 -0.035 -1.213 4.1775 5.5118 1.4641 -0.13
C -1.059 -0.934 0.824 -0.9789 1.0965 0.8944 -0.26
H 1.209 2.011 1.697 -0.2036 0.8157 3.2813 0.01
H 1.860 2.227 -0.058 0.1898 0.6985 0.7132 0.05
H 0.822 0.648 -2.041 -0.2145 -2.2729 0.7199 0.13
H -1.310 -2.661 -0.855 -1.3139 4.1005 1.6622 0.30
H -2.047 -1.271 1.421 3.0691 0.5830 -0.2163 0.15
N -0.485 -0.893 -1.403 -0.7280 0.8934 -3.3722 -0.10
N -1.445 -1.114 -0.507 0.5714 -6.6162 -0.2306 -0.05
N -0.031 -0.227 1.182 -1.4811 -0.4550 0.2023 0.06
```
Positions in Å, forces in eV/Å.

E = -8692.354 eV
net charge = 0
LUMO level = -0.035 hartree
largest force on an atom = 0.1717 hartree/bohr
ΔE to the lowest compared entry with this formula, charge and spin = 172.0 kcal/mol
HOMO energy = -8.419 eV



Q: Which of these has the lowest E?
A: C51H99BF3N6O8PS